Record 1
The following is a quantum chemistry calculation of 2 unconnected molecules or ions with the total composition C2H4ClP, from the Open Molecules 2025 dataset.

For the lowest unoccupied orbital energy (alpha / beta), the calculation gives -3.14 / -3.14 eV. The value obtained for the orbital gap (alpha / beta) is 0.2228 / 0.2227 Ha. Its HOMO energy (alpha / beta) is -0.338 / -0.338 hartree. For the total energy, the calculation gives -880.027122 a.u. Its energy relative to the best compared isomer or geometry (same formula, charge and spin) is 263.66 kJ/mol.

```
! RIJCOSX wB97M-V def2-TZVPD def2/J DEFGRID3
* xyz 0 1
C -0.250 0.048 0.029
C 1.241 0.079 -0.030
P -1.251 1.360 -0.009
Cl -3.926 -0.771 -0.016
H -0.686 -0.940 0.128
H 1.615 1.056 -0.330
H 1.608 -0.674 -0.725
H 1.649 -0.157 0.954
*
```



Record 2
The following is a quantum chemistry calculation of a molecular structure, C27H23HoN8O4S10, from the Open Molecules 2025 dataset.

For the lowest unoccupied orbital energy (alpha / beta), the calculation gives 3.89 / 3.89 eV. The value obtained for the orbital gap (alpha / beta) is 0.2024 / 0.2026 Ha. Its HOMO energy (alpha / beta) is -0.059 / -0.060 hartree. For the total energy, the calculation gives -6711.846344 a.u. Its expectation value of S² is 6.004.

```
! RIJCOSX wB97M-V def2-TZVPD def2/J DEFGRID3
* xyz -2 5
Ho 0.349 -1.058 -0.414
S -1.088 -7.170 -4.874
C -0.625 -5.983 -3.797
S -1.827 -5.296 -2.765
C -0.826 -4.076 -1.931
C 0.464 -4.109 -2.280
S 1.749 -3.188 -1.554
S 0.920 -5.239 -3.520
S -1.531 -3.262 -0.598
N -6.194 -5.319 3.077
C -5.074 -4.466 3.131
C -4.023 -4.543 2.238
C -2.989 -3.626 2.245
C -2.812 -2.678 3.235
C -3.850 -2.651 4.217
C -4.892 -3.547 4.165
S -1.457 -1.493 3.331
O -0.365 -2.337 3.804
O -1.831 -0.389 4.193
N -1.098 -1.014 1.834
C -2.023 -0.250 1.262
N -3.156 0.069 1.796
C -3.758 1.124 1.253
C -3.233 1.852 0.148
C -2.229 1.244 -0.539
N -1.659 0.151 -0.017
H -6.122 -5.960 2.284
H -7.061 -4.836 2.949
H -4.042 -5.259 1.449
H -2.211 -3.669 1.466
H -3.931 -1.880 4.939
H -5.678 -3.463 4.987
H -4.735 1.410 1.699
H -3.662 2.749 -0.196
H -1.831 1.544 -1.518
C 4.252 0.656 0.842
N 3.514 0.317 2.089
C 3.410 1.194 3.193
C 2.481 0.623 3.999
N 2.122 -0.576 3.481
C 2.737 -0.773 2.314
S 2.486 -2.093 1.269
H 4.228 1.677 0.621
H 3.747 0.164 0.017
H 5.285 0.342 0.993
H 3.800 2.228 3.205
H 2.081 1.025 4.929
H 1.391 -1.173 3.860
C 1.194 3.516 0.505
O 1.024 2.675 -0.636
C 0.808 1.354 -0.400
O 0.884 0.952 0.763
H 0.194 3.756 0.863
H 1.689 4.434 0.125
H 1.829 3.035 1.269
S 5.248 1.583 -3.619
C 3.580 1.335 -3.565
S 2.857 -0.285 -3.353
C 1.223 0.335 -3.518
N 1.242 1.645 -3.670
N 2.521 2.177 -3.776
C 2.515 3.614 -3.810
C 1.393 4.303 -3.335
C 1.334 5.691 -3.542
C 2.374 6.367 -4.149
C 3.483 5.670 -4.563
C 3.565 4.272 -4.399
S -0.139 -0.645 -3.306
H 0.590 3.705 -2.872
H 0.463 6.243 -3.267
H 2.244 7.442 -4.323
H 4.263 6.103 -5.158
H 4.421 3.730 -4.771
*
```



Record 3
The following is a quantum chemistry calculation of 2 unconnected molecules or ions with the total composition C30H53N4O11Si, from the Open Molecules 2025 dataset.

For the lowest unoccupied orbital energy, the calculation gives 1.20 eV. The value obtained for the orbital gap is 0.1227 Ha. Its HOMO energy is -0.078 hartree. For the total energy, the calculation gives -2510.887353 a.u.

```
! RIJCOSX wB97M-V def2-TZVPD def2/J DEFGRID3
* xyz -1 1
C -2.110 3.247 2.493
C -2.823 1.976 1.850
N -1.814 0.944 1.724
N -1.948 -0.121 0.772
Si -2.882 -1.449 1.646
C -4.551 -0.904 2.353
C -1.892 -2.181 3.110
C -3.296 -2.960 0.555
C -2.569 0.199 -0.535
C -1.702 1.036 -1.537
C -2.317 0.722 -2.965
N -1.904 -0.583 -3.493
C -1.907 2.590 -1.385
C -0.941 3.366 -2.310
O -1.272 3.760 -3.377
N 0.411 3.579 -1.829
C 1.337 3.644 -2.972
C 0.357 4.914 -1.157
O -0.345 0.656 -1.615
C 0.217 0.672 -0.297
C 1.787 0.531 -0.291
C 2.421 1.882 0.181
C 3.966 1.663 0.439
C 4.343 1.831 1.924
O 4.766 0.981 2.568
O 4.140 3.109 2.501
C 5.257 3.919 2.106
C 5.104 5.360 2.669
C -0.499 -0.499 0.494
C -0.269 -1.894 -0.068
O -0.961 -2.172 -1.298
C -0.417 -3.317 -1.922
O -0.812 -3.291 -3.299
C -1.880 -4.221 -3.492
C -2.452 -3.992 -4.916
O -1.398 -4.172 -5.874
H -2.434 4.188 2.022
H -2.365 3.273 3.572
H -1.013 3.101 2.464
H -3.647 1.759 2.567
H -3.310 2.364 0.945
H -1.584 0.603 2.657
H -5.161 -1.801 2.567
H -5.104 -0.330 1.577
H -4.482 -0.246 3.240
H -1.422 -3.139 2.831
H -2.588 -2.299 3.962
H -1.116 -1.464 3.457
H -2.401 -3.599 0.501
H -4.092 -3.506 1.108
H -3.729 -2.701 -0.426
H -3.548 0.719 -0.462
H -2.823 -0.725 -1.089
H -3.428 0.724 -2.841
H -2.063 1.495 -3.707
H -2.712 -1.196 -3.410
H -1.683 -0.552 -4.483
H -1.659 2.948 -0.363
H -2.933 2.901 -1.648
H 1.122 4.503 -3.646
H 1.332 2.689 -3.523
H 2.353 3.835 -2.567
H 1.097 4.929 -0.339
H 0.591 5.712 -1.896
H -0.662 5.131 -0.784
H 0.060 1.656 0.195
H 2.015 -0.254 0.461
H 2.192 0.209 -1.264
H 2.358 2.597 -0.661
H 1.963 2.276 1.105
H 4.294 0.643 0.142
H 4.557 2.378 -0.172
H 5.326 3.997 1.002
H 6.200 3.475 2.490
H 5.781 6.003 2.072
H 5.379 5.374 3.736
H 4.074 5.711 2.482
H -0.008 -0.468 1.490
H -0.430 -2.746 0.638
H 0.822 -1.995 -0.303
H -0.870 -4.226 -1.477
H 0.688 -3.322 -1.912
H -1.536 -5.262 -3.338
H -2.675 -3.931 -2.765
H -2.759 -2.928 -4.994
H -3.283 -4.688 -5.130
H -1.615 -4.930 -6.430
C 2.095 -5.017 2.042
C 2.402 -4.252 0.938
C 3.410 -3.120 1.207
O 3.845 -2.374 0.302
C 3.850 -2.914 2.558
C 3.536 -3.676 3.680
C 2.608 -4.871 3.390
O 2.281 -5.695 4.245
O 3.919 -3.495 4.852
O 1.942 -4.393 -0.227
H 1.396 -5.843 1.932
H 4.500 -2.064 2.673
*
```